Below is a structure of composition C24H25FN5O4RuS2 in a non-equilibrium geometry, with properties calculated with wB97M-V/def2-TZVPD.

<S²>: 0.758
energy relative to the best compared isomer or geometry (same formula, charge and spin): 0.936 eV
net charge: -2
multiplicity: 2
HOMO energy (alpha / beta): -0.07106 / -0.08250 Eh
Kohn-Sham gap (alpha / beta): 6.3 / 6.6 eV

CARTESIAN COORDINATES (ANGSTROEM)
Ru  0.289  0.335  0.311
C  -3.234  2.634  1.237
C  -3.227  1.154  1.617
C  -4.655  0.622  1.765
C  -2.414  0.869  2.862
C  -2.780  1.470  4.063
C  -2.113  1.180  5.236
C  -1.066  0.271  5.219
C  -0.664  -0.343  4.042
C  0.488  -1.328  4.068
C  0.058  -2.655  4.704
C  1.714  -0.768  4.788
C  -1.342  -0.033  2.849
N  -0.926  -0.649  1.630
C  -1.431  -1.893  1.414
C  -2.518  -2.432  2.149
C  -3.055  -3.679  1.889
C  -2.552  -4.486  0.879
C  -1.479  -4.003  0.138
C  -0.953  -2.761  0.405
F  0.110  -2.377  -0.353
H  -3.902  2.801  0.385
H  -2.237  2.982  0.971
H  -3.587  3.252  2.065
H  -2.735  0.600  0.818
H  -5.187  1.152  2.559
H  -4.663  -0.442  2.008
H  -5.218  0.765  0.838
H  -3.593  2.186  4.070
H  -2.395  1.669  6.161
H  -0.536  0.052  6.138
H  0.774  -1.513  3.032
H  -0.248  -2.498  5.743
H  0.889  -3.364  4.701
H  -0.778  -3.108  4.171
H  1.505  -0.576  5.844
H  2.043  0.161  4.324
H  2.531  -1.494  4.742
H  -2.936  -1.827  2.941
H  -3.885  -4.024  2.496
H  -2.969  -5.463  0.673
H  -1.023  -4.584  -0.653
S  2.551  -0.138  -0.014
C  2.587  0.861  -1.407
S  0.964  1.136  -1.913
C  3.717  1.390  -2.011
C  5.018  1.107  -1.530
N  6.093  0.884  -1.174
C  3.626  2.182  -3.180
N  3.583  2.813  -4.146
O  2.039  2.444  3.258
C  1.241  2.087  2.413
O  1.076  0.836  2.084
C  0.278  3.023  1.668
O  -0.191  4.034  2.173
O  0.041  2.573  0.492
N  -2.850  -0.751  -1.331
N  -1.528  -0.134  -1.341
H  -3.404  -0.194  -0.686
H  -2.723  -1.631  -0.834
H  -1.623  0.768  -1.802
H  -0.956  -0.682  -1.978